1.
25
Properties=species:S:1:pos:R:3:nbo_charge:R:1 method="wB97M-V/def2-TZVPD" de_lowest_kj_mol=109.0 energy_ha=-1015.17029 homo_energy_ha=-0.4637 total_charge=+1 homo_lumo_gap_ha=0.32753
C -1.586 1.975 -1.028 0.69
C -1.318 0.154 0.592 0.29
C -2.160 -0.338 -1.639 0.14
C 2.129 -1.536 -0.607 -0.64
C 1.979 -1.174 1.987 -0.70
C 1.534 -0.643 0.663 0.24
N -2.366 1.120 -1.688 -0.57
N -1.940 -0.703 -0.274 -0.62
N -0.915 1.429 0.035 -0.66
N -1.561 3.315 -1.262 -0.75
F 2.049 0.599 0.419 -0.38
Cl -0.645 -0.508 -2.705 -0.06
H 0.379 -0.446 0.610 0.14
H -2.953 -0.912 -2.143 0.26
H 2.024 -0.893 -1.542 0.22
H 1.616 -2.473 -0.661 0.22
H 3.143 -1.566 -0.124 0.23
H 1.556 -0.692 2.811 0.23
H 1.895 -2.231 2.247 0.25
H 3.057 -1.227 2.067 0.24
H -2.859 1.525 -2.476 0.43
H -2.484 -1.502 0.051 0.45
H -0.007 1.578 0.448 0.48
H -2.179 3.589 -2.067 0.43
H -1.229 3.956 -0.524 0.46

=====

2.
36
Properties=species:S:1:pos:R:3:nbo_charge:R:1 method="wB97M-V/def2-TZVPD" de_lowest_kj_mol=270.9 energy_ha=-617.16960 homo_energy_ha=-0.4152 total_charge=+1 homo_lumo_gap_ha=0.23071
C -0.370 -3.242 -1.630 -0.44
N 0.864 -2.479 -1.447 -0.24
C 2.126 -3.188 -1.621 -0.44
C 0.805 -1.175 -1.320 0.10
H -0.106 -4.300 -1.664 0.24
H -1.062 -3.039 -0.792 0.25
H -0.885 -2.965 -2.565 0.25
H 1.896 -4.260 -1.654 0.24
H 2.635 -2.914 -2.559 0.25
H 2.808 -2.971 -0.784 0.25
H 1.741 -0.597 -1.317 0.24
H -0.148 -0.681 -1.518 0.26
C -2.418 2.726 -1.764 -0.21
C -1.046 2.859 -2.038 -0.20
C -0.115 2.291 -1.154 -0.23
C -0.549 1.568 -0.041 -0.08
C 0.465 0.992 0.915 -0.05
C 0.614 1.830 2.239 -0.39
C 0.726 0.796 3.363 -0.42
C 0.414 -0.570 2.724 -0.21
N 0.123 -0.305 1.345 -0.64
C -1.913 1.436 0.217 -0.17
C -2.861 2.013 -0.637 -0.22
H -3.140 3.177 -2.434 0.23
H -0.698 3.399 -2.912 0.23
H 0.956 2.381 -1.327 0.21
H 1.447 0.965 0.432 0.15
H 1.494 2.481 2.168 0.22
H -0.267 2.475 2.387 0.22
H 1.731 0.798 3.777 0.22
H 0.035 1.048 4.166 0.23
H 1.292 -1.238 2.828 0.17
H -0.426 -1.039 3.261 0.20
H -0.012 -1.047 0.691 0.36
H -2.235 0.861 1.087 0.22
H -3.920 1.914 -0.422 0.23

=====

3.
19
Properties=species:S:1:pos:R:3:nbo_charge:R:1 method="wB97M-V/def2-TZVPD" de_lowest_kj_mol=51.3 energy_ha=-667.27532 homo_energy_ha=-0.3303 smiles=CNC[C@H](N)CS homo_lumo_gap_ha=0.36335
C 2.007 -2.092 -0.112 -0.41
N 1.526 -0.724 -0.426 -0.60
C 0.066 -0.664 -0.277 -0.23
C -0.447 0.757 -0.166 -0.07
N -0.195 1.299 1.165 -0.84
C -1.976 0.687 -0.380 -0.52
S -2.848 2.282 -0.341 -0.03
H 1.644 -2.766 -0.883 0.20
H 3.091 -2.064 -0.052 0.20
H 1.634 -2.333 0.886 0.17
H 1.932 -0.125 0.284 0.33
H -0.229 -1.225 0.615 0.17
H -0.323 -1.114 -1.193 0.20
H -0.025 1.368 -0.979 0.18
H 0.779 1.204 1.432 0.35
H -0.347 2.296 1.233 0.36
H -2.317 0.073 0.459 0.22
H -2.182 0.135 -1.298 0.22
H -1.792 3.006 0.034 0.10

=====

4.
124
Properties=species:S:1:pos:R:3:mulliken_charge:R:1 method="wB97M-V/def2-TZVPD" de_lowest_kj_mol=473.3 energy_ha=-2236.38535 homo_energy_ha=-0.3336 smiles="NC(N)=O.NC(N)=O.CC(C)O.CC(C)O.CC(C)O.CC(C)O.CC(C)O.CC(C)O.CC(C)O.CC(C)O.CO.CO" homo_lumo_gap_ha=0.31744
N 3.157 1.039 3.867 -0.33
C 1.943 1.069 3.496 0.18
N 1.478 -0.152 3.257 -0.22
O 1.168 2.238 3.365 -0.86
H 3.552 2.036 3.856 0.35
H 3.806 0.297 4.077 0.18
H 0.483 -0.333 3.134 0.08
H 2.063 -1.036 3.126 -0.04
N -0.110 3.925 0.366 0.75
C 0.025 5.000 1.120 -0.15
N 0.411 4.745 2.351 -0.04
O -0.145 6.225 0.608 -0.79
H -0.249 4.102 -0.619 0.26
H 0.219 2.995 0.627 -0.83
H 0.595 5.626 2.911 0.28
H 0.603 3.786 2.707 0.33
C -3.467 5.156 1.770 -1.84
C -3.144 3.689 1.742 1.99
C -4.165 2.713 2.332 -2.16
O -2.982 3.236 0.608 -0.54
H -3.819 5.464 2.773 0.36
H -4.300 5.348 1.206 0.47
H -2.645 5.782 1.393 0.31
H -2.245 3.549 2.323 -0.02
H -5.199 2.890 2.065 0.51
H -4.104 2.691 3.438 0.40
H -3.912 1.711 2.093 0.41
H -2.061 3.376 0.356 0.10
C 4.916 4.858 0.188 -1.53
C 3.469 4.384 0.362 0.63
C 3.274 2.846 0.242 -0.19
O 2.980 4.728 1.479 -0.63
H 5.680 4.313 0.781 0.34
H 4.974 5.905 0.503 0.41
H 5.204 4.775 -0.920 0.30
H 2.861 4.854 -0.395 0.22
H 3.612 2.488 -0.717 0.06
H 2.195 2.606 0.281 0.04
H 3.720 2.311 1.068 0.24
H 2.048 4.514 1.507 0.13
C -3.962 0.090 -0.276 -0.20
C -4.919 0.972 -1.036 0.69
C -5.957 0.069 -1.637 -1.41
O -5.484 1.848 -0.269 -0.67
H -3.631 -0.780 -0.827 -0.29
H -4.419 -0.265 0.609 0.55
H -3.143 0.631 0.016 -0.22
H -4.280 1.446 -1.787 0.24
H -5.561 -0.824 -2.117 0.26
H -6.486 0.697 -2.391 0.39
H -6.740 -0.204 -0.896 0.35
H -4.773 2.379 0.092 0.32
C -2.803 -2.670 1.931 -1.70
C -1.318 -3.121 2.107 -0.09
C -0.629 -3.396 0.802 -0.31
O -0.669 -2.223 2.728 -0.07
H -3.250 -2.541 2.961 0.50
H -3.367 -3.423 1.319 0.47
H -2.938 -1.756 1.323 0.14
H -1.257 -4.033 2.713 0.55
H 0.423 -3.498 0.967 -0.17
H -0.774 -2.547 0.057 -0.33
H -1.056 -4.313 0.399 0.68
H -0.087 -2.678 3.361 0.22
C -3.482 -3.312 -2.088 -1.25
C -2.227 -3.290 -2.889 0.19
C -1.698 -1.842 -2.762 -1.70
O -1.337 -3.994 -2.416 -0.18
H -3.367 -3.238 -1.025 0.14
H -4.077 -4.193 -2.231 0.57
H -4.129 -2.496 -2.494 0.11
H -2.334 -3.443 -3.993 0.28
H -1.227 -1.610 -1.845 0.16
H -2.424 -1.067 -2.879 0.77
H -0.971 -1.732 -3.531 0.48
H -1.573 -4.909 -2.518 0.35
C 5.042 -0.954 -3.674 -1.53
C 4.269 -0.262 -2.640 0.68
C 2.782 -0.288 -2.927 -0.24
O 4.439 -0.726 -1.523 -0.35
H 4.744 -1.989 -3.731 0.25
H 6.115 -0.993 -3.507 0.41
H 4.913 -0.477 -4.669 0.36
H 4.569 0.787 -2.707 0.11
H 2.294 0.431 -2.285 -0.49
H 2.243 -1.203 -2.725 -0.22
H 2.550 -0.066 -3.935 0.62
H 5.240 -0.306 -1.155 0.45
C 1.458 -4.783 -4.455 -1.46
C 2.467 -4.312 -3.381 0.75
C 1.773 -3.881 -2.051 -0.14
O 3.471 -5.055 -3.136 -0.49
H 0.751 -5.577 -4.090 0.30
H 1.864 -5.151 -5.355 0.55
H 0.840 -3.968 -4.859 0.28
H 2.812 -3.341 -3.702 -0.29
H 0.953 -3.152 -2.219 -0.52
H 2.435 -3.390 -1.367 0.10
H 1.261 -4.697 -1.479 0.41
H 3.279 -5.946 -3.465 0.41
C -0.217 1.240 -1.302 -2.28
C -0.010 0.493 0.063 4.39
C 1.139 -0.512 0.054 -1.41
O 0.222 1.229 1.038 2.30
H -0.076 0.535 -2.065 0.71
H 0.505 2.031 -1.478 0.49
H -1.155 1.765 -1.397 0.08
H -0.956 -0.059 0.322 -1.40
H 1.185 -1.025 -0.828 0.20
H 1.147 -1.221 0.855 -0.25
H 2.117 0.003 -0.024 0.23
H 0.588 0.701 1.735 -2.04
C -1.993 0.474 3.740 -0.16
O -2.140 -0.728 4.562 -0.71
H -1.047 0.862 3.533 0.16
H -2.446 1.338 4.180 0.51
H -2.380 0.398 2.696 -0.09
H -1.764 -1.440 4.084 0.34
C 3.264 -2.803 1.497 -0.51
O 2.622 -2.576 2.726 -0.56
H 3.218 -1.919 0.893 0.05
H 2.713 -3.487 0.913 0.30
H 4.273 -3.120 1.751 0.43
H 2.665 -3.361 3.282 0.27

=====

5.
12
Properties=species:S:1:pos:R:3:nbo_charge:R:1 method="wB97M-V/def2-TZVPD" de_lowest_kj_mol=171.1 energy_ha=-302.62794 homo_energy_ha=-0.3587 homo_lumo_gap_ha=0.39437
N -1.527 -0.533 -0.631 -0.81
C -0.164 -0.642 -0.161 -0.15
C 0.936 0.045 -0.984 -0.07
O 1.378 0.782 0.189 -0.50
C 0.340 0.278 0.937 0.55
N -0.047 0.544 2.100 -0.69
H -2.154 -0.553 0.170 0.37
H -1.674 0.367 -1.079 0.36
H 0.067 -1.689 0.061 0.21
H 1.735 -0.585 -1.381 0.19
H 0.570 0.730 -1.755 0.18
H 0.540 1.257 2.534 0.36

=====

6.
15
Properties=species:S:1:pos:R:3:lowdin_spin:R:1 method="wB97M-V/def2-TZVPD" de_lowest_kj_mol=514.0 energy_ha=-362.19748 homo_energy_ha="-0.3659 / -0.3600" homo_lumo_gap_ha="0.34444 / 0.29363" spin_multiplicity=2 s_squared=0.7545
C -1.043 0.221 0.358 0.00
N -0.066 0.878 -0.380 0.00
C -2.418 0.011 -0.156 0.00
C 1.220 0.472 0.280 0.00
C 2.196 -0.213 -0.733 0.12
O 3.138 -0.898 -0.116 0.77
O -1.096 -0.351 1.694 0.01
H -0.608 -0.850 0.658 0.00
H -2.728 -0.977 0.212 0.00
H -3.121 0.705 0.271 0.00
H -2.427 0.156 -1.232 0.00
H 1.764 1.281 0.791 0.00
H 0.985 -0.164 1.171 0.00
H 2.665 0.599 -1.387 0.06
H 1.540 -0.869 -1.432 0.04